A 2-piece molecular cluster, C2F2NO3S overall at a distorted geometry. Source: the OMol25 dataset; level of theory: the ωB97M-V functional and the def2-TZVPD basis.

Last column: Mulliken charge in e.
Cartesian coordinates (Å):
C1 -2.103 -0.067 1.395  0.762
C2 1.428 0.038 -0.956  0.618
N1 0.636 0.328 0.165  -0.144
O1 -0.089 -0.663 0.669  -0.494
O2 -2.765 -0.714 0.749  -0.382
O3 -1.681 0.668 2.181  -0.431
F1 1.642 -1.148 -1.487  -0.224
F2 2.735 0.584 -0.879  -0.284
S1 0.197 0.975 -1.837  -0.421

Results
Energy relative to the best compared isomer or geometry (same formula, charge and spin)   38.0 kcal per mole
E_LUMO (spin up / spin down)   3.608 / 3.607 eV
E_HOMO (spin up / spin down)   -4.29 / -4.29 eV
Charge   -1